1.
C17H7BrF17N2O5S2SeZn as an isolated structure. Source: the OMol25 dataset; level of theory: the ωB97M-V functional and the def2-TZVPD basis.

Computed properties:
LUMO energy (eV): 2.37
HOMO energy (eV): -5.5610
Charge: -1
Electronic energy (eV): -282639.1932

Each line ends with the natural charge from an NBO analysis.
Cartesian coordinates (Å):
1 Zn -0.62 0.69 -0.34  1.612
2 F 1.52 -1.76 4.04  -0.312
3 C 2.04 -1.07 3.02  0.729
4 F 2.19 0.19 3.39  -0.299
5 F 3.23 -1.59 2.74  -0.306
6 S 0.91 -1.22 1.55  2.245
7 O -0.02 -0.11 1.70  -1.002
8 O 0.42 -2.56 1.61  -0.906
9 N 1.80 -1.04 0.27  -1.232
10 S 2.46 0.36 -0.07  2.242
11 O 3.51 0.76 0.81  -0.910
12 O 1.48 1.37 -0.44  -0.984
13 C 3.30 -0.13 -1.64  0.737
14 F 3.75 0.98 -2.23  -0.314
15 F 4.34 -0.92 -1.37  -0.309
16 F 2.49 -0.76 -2.47  -0.293
17 F -1.08 3.70 6.02  -0.297
18 C -1.34 3.38 4.75  0.262
19 C -0.32 3.26 3.83  0.252
20 F 0.95 3.47 4.22  -0.294
21 C -0.61 2.94 2.51  0.377
22 F 0.42 2.87 1.66  -0.304
23 C -1.90 2.72 2.07  -0.311
24 Se -2.34 2.29 0.26  -0.434
25 C -2.91 2.85 3.02  0.314
26 F -4.19 2.66 2.68  -0.304
27 C -2.65 3.18 4.33  0.254
28 F -3.65 3.30 5.22  -0.299
29 Br -1.29 -4.68 -2.62  0.062
30 C -2.06 -3.29 -1.61  -0.118
31 C -3.42 -3.29 -1.33  -0.186
32 C -3.93 -2.24 -0.59  -0.251
33 C -3.08 -1.24 -0.16  0.060
34 N -1.78 -1.25 -0.44  -0.523
35 C -1.27 -2.26 -1.15  0.051
36 H -4.05 -4.09 -1.70  0.226
37 H -4.99 -2.19 -0.35  0.222
38 H -3.43 -0.39 0.41  0.229
39 H -0.21 -2.21 -1.38  0.240
40 C 0.53 1.66 -3.95  -0.643
41 C -0.61 0.74 -3.47  0.129
42 O -0.43 0.25 -2.23  -1.006
43 C -0.71 -0.46 -4.44  0.960
44 F -1.86 -1.15 -4.30  -0.334
45 F 0.29 -1.33 -4.21  -0.326
46 F -0.62 -0.12 -5.74  -0.338
47 C -1.94 1.54 -3.55  0.950
48 F -2.37 1.74 -4.82  -0.339
49 F -2.94 0.93 -2.89  -0.323
50 F -1.79 2.76 -3.00  -0.326
51 H 1.41 1.05 -4.13  0.222
52 H 0.75 2.35 -3.14  0.236
53 H 0.28 2.21 -4.85  0.213

***

2.
An isolated ion of composition C17H8Cl2F3N2O4S and charge -1 at a distorted geometry. Source: the OMol25 dataset; level of theory: the ωB97M-V functional and the def2-TZVPD basis.

Computed properties:
LUMO energy (eV): 1.76
SMILES string: Cc1ccc([C@H]([C@]2(C#N)C(=O)C(Cl)=C(Cl)C([O-])=C2C#N)S(=O)(=O)C(F)(F)F)cc1
HOMO energy (eV): -4.7277
Charge: -1
Electronic energy (eV): -72961.1449

Each line ends with the natural charge from an NBO analysis.
Cartesian coordinates (Å):
1 N -1.94 -3.59 2.50  -0.412
2 C -0.96 -3.02 2.22  0.323
3 C 0.21 -2.29 1.94  -0.472
4 C 0.10 -0.96 1.43  -0.188
5 C -1.02 -0.25 2.06  0.325
6 N -1.95 0.28 2.56  -0.329
7 C 1.42 -0.17 1.45  0.615
8 O 1.40 0.99 1.07  -0.542
9 C 2.67 -0.88 1.76  -0.186
10 Cl 4.08 0.07 1.70  0.048
11 C 2.72 -2.21 2.08  -0.040
12 Cl 4.17 -3.00 2.47  0.074
13 C 1.47 -3.03 2.14  0.483
14 O 1.47 -4.23 2.41  -0.595
15 C -1.28 5.01 -1.30  -0.625
16 C -1.11 3.53 -1.19  -0.015
17 C -2.07 2.72 -0.58  -0.220
18 C -1.84 1.36 -0.37  -0.165
19 C -0.62 0.76 -0.75  -0.100
20 C -0.38 -0.66 -0.33  -0.485
21 S 0.71 -1.55 -1.48  2.074
22 C -0.18 -3.21 -1.66  0.747
23 F 0.64 -4.05 -2.30  -0.304
24 F -0.45 -3.69 -0.41  -0.306
25 F -1.35 -3.08 -2.33  -0.314
26 O 0.66 -0.99 -2.81  -0.905
27 O 1.96 -1.85 -0.82  -0.912
28 C 0.32 1.55 -1.42  -0.087
29 C 0.04 2.90 -1.67  -0.240
30 H -0.47 5.45 -1.87  0.210
31 H -2.22 5.25 -1.80  0.211
32 H -1.31 5.52 -0.33  0.219
33 H -3.00 3.19 -0.23  0.207
34 H -2.63 0.76 0.09  0.227
35 H -1.30 -1.25 -0.27  0.266
36 H 1.26 1.13 -1.74  0.212
37 H 0.78 3.49 -2.21  0.202

***

3.
C17H9BaClF9N2O5 as an isolated structure at a distorted geometry. Source: the OMol25 dataset; level of theory: the ωB97M-V functional and the def2-TZVPD basis.

Computed properties:
LUMO energy (eV): 2.50
HOMO energy (eV): -5.0279
Charge: -1
Electronic energy (eV): -68668.8278

Each line ends with the Mulliken charge.
Cartesian coordinates (Å):
1 Ba -0.30 -0.47 0.19  2.121
2 O 0.03 3.05 1.44  -0.676
3 N -0.52 1.95 1.22  -0.650
4 N -1.71 1.74 1.69  1.470
5 O -2.21 0.55 1.46  -1.164
6 C -2.48 2.62 2.47  0.087
7 C -2.20 3.98 2.60  -0.311
8 C -3.03 4.77 3.38  -0.473
9 C -4.12 4.24 4.04  -0.435
10 C -4.40 2.89 3.91  -0.460
11 C -3.59 2.08 3.13  -0.341
12 H -1.35 4.41 2.10  0.449
13 H -2.80 5.83 3.47  0.345
14 H -4.75 4.87 4.65  0.367
15 H -5.25 2.46 4.42  0.336
16 H -3.79 1.03 3.00  0.386
17 Cl 0.30 -3.48 -6.87  -0.270
18 C -0.12 -3.01 -5.25  0.228
19 C -0.72 -3.95 -4.40  -0.481
20 C -1.05 -3.61 -3.13  -0.671
21 C -0.81 -2.30 -2.59  0.432
22 O -1.11 -2.02 -1.41  -0.897
23 C -0.19 -1.36 -3.50  0.836
24 C 0.10 -0.01 -3.12  -0.198
25 O -0.08 0.51 -2.02  -0.697
26 C 0.14 -1.74 -4.81  -0.811
27 H -0.91 -4.95 -4.77  0.389
28 H -1.51 -4.33 -2.47  0.394
29 H 0.51 0.61 -3.94  0.291
30 H 0.60 -1.02 -5.47  0.332
31 F 3.20 0.95 1.97  -0.272
32 C 3.37 0.37 0.78  0.483
33 F 2.64 1.04 -0.11  -0.204
34 F 4.67 0.55 0.43  -0.294
35 C 2.93 -1.12 0.82  1.075
36 O 1.63 -1.17 0.99  -1.246
37 C 3.31 -1.80 -0.52  0.545
38 F 2.72 -2.99 -0.64  -0.277
39 F 2.91 -1.07 -1.57  -0.208
40 F 4.64 -2.01 -0.68  -0.290
41 C 3.65 -1.85 1.99  0.545
42 F 3.44 -3.17 1.95  -0.262
43 F 4.99 -1.68 1.99  -0.276
44 F 3.21 -1.43 3.17  -0.248

***

4.
C18H10Cl5NO3Pd as an isolated structure. Source: the OMol25 dataset; level of theory: the ωB97M-V functional and the def2-TZVPD basis.

Computed properties:
LUMO energy (eV): 4.43
HOMO energy (eV): -0.3920
Charge: -2
Electronic energy (eV): -92552.8480

Each line ends with the natural charge from an NBO analysis.
Cartesian coordinates (Å):
1 Pd 0.46 -0.03 0.68  0.363
2 Cl -1.12 -2.86 2.13  -0.045
3 C 0.56 -3.05 1.64  0.034
4 C 1.21 -1.97 1.07  -0.352
5 C 2.53 -2.23 0.71  -0.064
6 Cl 3.46 -0.93 -0.02  -0.013
7 C 3.17 -3.45 0.89  -0.097
8 Cl 4.83 -3.70 0.42  -0.021
9 C 2.47 -4.50 1.48  -0.120
10 Cl 3.24 -6.04 1.73  -0.022
11 C 1.15 -4.30 1.85  -0.132
12 Cl 0.27 -5.61 2.60  -0.024
13 O 0.56 -2.59 -3.85  -0.662
14 C -0.17 -1.66 -4.54  0.376
15 C -0.48 -1.85 -5.88  -0.338
16 C -1.21 -0.90 -6.58  -0.240
17 C -1.63 0.25 -5.92  -0.268
18 C -1.31 0.42 -4.57  -0.180
19 C -0.58 -0.52 -3.86  -0.148
20 C -0.26 -0.30 -2.37  0.746
21 O -1.08 -0.79 -1.58  -0.738
22 O 0.78 0.36 -2.15  -0.733
23 H 0.72 -3.35 -4.42  0.458
24 H -0.13 -2.75 -6.39  0.181
25 H -1.45 -1.05 -7.62  0.187
26 H -2.21 1.00 -6.44  0.189
27 H -1.63 1.32 -4.05  0.210
28 C 0.15 1.59 3.79  -0.267
29 C -1.01 1.23 3.12  -0.306
30 C -1.05 1.33 1.72  -0.062
31 N -0.08 1.93 0.96  -0.491
32 C 1.13 1.98 1.63  -0.071
33 C 1.25 1.92 3.02  -0.307
34 H 0.21 1.53 4.87  0.182
35 H -1.88 0.85 3.63  0.193
36 H -2.00 1.20 1.21  0.198
37 H 1.95 2.37 1.04  0.193
38 H 2.22 2.12 3.47  0.190